Record 1
{"formula": "C15H45O20P5", "method": "ωB97M-V/def2-TZVPD", "total_charge": 0, "relative_energy_kj_mol": 3219.3, "total_energy_ev": -103657.3073, "gap_ev": 9.1, "e_homo_ev": -8.6195, "molar_mass_g_mol": 700.38, "elements": ["H", "H", "H", "H", "C", "O", "O", "O", "H", "O", "P", "H", "C", "H", "O", "C", "H", "H", "P", "C", "C", "C", "H", "H", "H", "O", "H", "H", "H", "H", "H", "O", "C", "O", "H", "H", "O", "O", "O", "H", "H", "H", "H", "H", "H", "H", "H", "O", "C", "P", "H", "C", "O", "C", "H", "H", "H", "H", "H", "H", "O", "H", "H", "H", "C", "O", "H", "H", "C", "O", "O", "O", "H", "H", "C", "P", "H", "C", "H", "O", "C", "H", "H", "O", "P"], "xyz": [[1.024, 2.136, 0.770], [0.496, 3.906, -2.541], [1.998, -2.125, -0.296], [1.849, 0.273, 4.027], [1.518, -0.896, -0.595], [-4.480, 3.209, -0.087], [1.444, 2.013, -1.430], [-0.966, 1.240, -2.161], [0.815, -5.887, 3.883], [-4.497, 0.637, 0.411], [1.996, -4.773, -2.266], [2.132, 6.328, 2.623], [2.080, -2.069, -1.921], [-2.560, 2.621, -1.691], [1.428, 4.973, 1.188], [1.721, 6.342, 1.613], [1.430, -2.258, -1.066], [1.792, 4.531, -1.585], [2.566, -2.956, 2.958], [0.041, -5.496, -0.611], [-5.130, 3.022, -1.359], [1.611, -6.948, -3.679], [2.007, 1.695, -5.272], [2.980, -1.651, -1.470], [-4.579, 3.165, -2.288], [3.937, -3.057, 3.494], [-0.859, 3.004, -1.231], [0.804, 6.930, 1.657], [0.835, -1.972, 0.981], [1.165, -1.858, -0.223], [-0.426, 1.249, 1.151], [-0.058, 3.994, -0.676], [-6.754, 2.396, 2.034], [1.904, -1.440, 3.022], [2.307, -5.894, 3.520], [-1.570, 1.495, 0.217], [-5.323, 2.349, 2.198], [1.039, 0.922, -3.821], [0.723, -0.540, -1.758], [1.316, -0.977, 5.020], [1.742, 2.870, -3.972], [-1.001, -5.804, -0.688], [0.123, -5.062, 0.386], [1.008, -7.470, -2.937], [-7.124, 2.653, 1.042], [-5.478, 1.992, -1.443], [-7.004, 3.239, 2.679], [3.066, -5.479, -1.453], [0.713, 4.592, -1.722], [-0.129, 4.566, 0.815], [2.044, -5.627, 5.127], [0.253, 2.012, 1.530], [-2.860, 2.395, 1.601], [2.092, -0.757, 4.288], [0.777, 1.707, 2.436], [2.277, 6.766, 0.777], [1.083, -7.267, -4.577], [-1.578, 0.860, 1.947], [2.606, -0.867, -0.646], [2.614, -7.369, -3.608], [0.550, -4.527, -1.543], [1.680, -1.398, -2.681], [1.266, -0.161, 0.170], [-6.023, 3.646, -1.320], [1.676, -5.279, 4.162], [1.598, -5.524, -3.662], [0.273, 2.258, -4.930], [-7.229, 1.473, 2.366], [1.279, 2.072, -4.554], [2.420, -3.253, -2.715], [-1.024, 5.721, 0.921], [1.486, -3.906, 3.811], [-0.877, 2.340, 1.573], [-1.681, 1.887, -0.374], [-1.588, 2.214, -1.410], [0.653, 1.034, -2.211], [0.678, -6.381, -0.609], [1.535, -2.672, 0.525], [3.095, -0.824, 4.710], [-0.320, 3.250, 1.845], [-1.714, 1.708, 1.276], [0.258, 5.539, -2.013], [0.918, -3.407, 0.008], [2.390, -3.352, 1.378], [-4.276, 1.959, 0.956]], "atomic_forces_ev_per_a": [[0.28, 0.38, 0.04], [0.09, 0.23, -0.19], [7.28, -5.63, 5.32], [0.49, 0.17, 0.04], [-6.40, 12.45, 1.61], [0.49, -0.94, -0.24], [-0.13, -1.19, -0.75], [1.94, -2.06, -2.15], [-1.02, 0.80, 0.69], [0.33, -0.88, -0.54], [2.19, 0.60, 0.21], [0.55, -0.05, -0.45], [4.25, -5.71, -7.24], [0.17, -0.59, -0.97], [-1.61, -0.30, -0.18], [-1.10, -0.28, -0.75], [-0.05, -3.42, -8.86], [-0.25, 0.41, 0.48], [-0.46, -0.59, 0.39], [0.82, -0.38, 0.91], [-1.38, -0.89, 0.61], [-0.36, -0.99, -0.34], [-0.28, 0.75, -0.60], [1.27, -2.50, -2.51], [0.69, 0.64, 0.55], [-1.16, 0.06, -0.73], [-1.91, -1.17, -1.15], [-0.15, -0.19, 0.07], [0.36, -0.69, 2.17], [-6.09, 8.78, -1.16], [4.59, -1.80, -0.31], [2.30, 2.55, 3.25], [0.45, 0.63, 0.41], [0.79, -2.43, 0.60], [1.11, 1.01, -0.66], [0.64, -5.11, 7.54], [1.66, -0.64, -1.82], [-0.53, -2.10, 4.67], [-2.07, 6.60, 0.51], [0.14, -0.79, -0.05], [-0.22, 0.11, -0.02], [0.02, 0.45, -0.96], [0.07, -0.01, 0.16], [-0.02, 0.64, 0.75], [0.43, -0.14, -0.26], [-0.06, -0.14, 0.14], [-0.51, -0.25, 0.08], [-2.69, 1.05, -1.48], [-0.67, -0.50, -1.07], [2.70, 1.53, 0.75], [-0.31, 1.36, 0.54], [12.60, -3.13, -0.73], [-4.37, 0.09, -0.76], [-0.81, 1.19, -0.34], [-0.21, -0.28, 0.02], [0.69, 0.11, 0.66], [0.54, 0.30, -0.42], [-0.87, -0.54, 0.21], [-1.21, 1.67, 1.13], [0.02, 0.26, -0.21], [0.16, -0.56, -0.65], [1.41, -1.62, -0.09], [-0.38, 0.24, 0.51], [0.15, 0.19, -0.35], [0.26, -2.02, -1.48], [0.35, 0.93, 1.45], [0.48, 1.14, -0.78], [0.18, 0.02, 0.03], [0.00, -0.01, -0.76], [-0.88, -3.41, 0.10], [-0.27, -1.08, 0.54], [0.98, 0.96, -0.69], [-11.21, -1.38, -0.95], [-1.79, 4.34, -8.52], [-0.15, 2.09, -0.20], [-1.66, -1.07, -0.85], [-0.06, -0.04, -0.02], [1.41, -6.49, 6.93], [-0.09, -0.27, -0.29], [4.43, 9.75, 0.71], [-6.17, -3.36, 3.23], [0.49, 0.28, 0.41], [-0.14, 0.13, -0.02], [0.87, -0.58, 3.41], [-1.43, 3.29, 1.74]]}


Record 2
{"formula": "C5H11N2O", "method": "ωB97M-V/def2-TZVPD", "total_charge": 1, "relative_energy_kj_mol": 498.9, "total_energy_ev": -10380.4352, "gap_ev": 7.6, "e_homo_ev": -12.0551, "molar_mass_g_mol": 115.16, "elements": ["N", "H", "C", "O", "H", "N", "C", "H", "H", "H", "H", "H", "H", "H", "H", "H", "C", "C", "C"], "xyz": [[-0.529, -0.952, -0.478], [-2.458, 1.222, 1.399], [-0.022, 0.232, -0.079], [2.920, 0.562, -1.072], [-2.524, 1.963, -0.266], [-0.683, 1.393, 0.221], [-2.032, 1.880, 0.603], [3.173, -2.009, 0.007], [-2.038, -0.045, -1.303], [2.535, -1.449, 1.522], [4.201, -0.787, 0.873], [-0.014, -1.726, -0.624], [-2.068, -1.713, -1.694], [-1.900, 2.838, 1.196], [0.033, 2.124, 0.132], [-2.514, -1.172, 0.043], [3.105, -1.141, 0.665], [-1.881, -1.023, -0.896], [2.698, -0.198, -0.249]], "atomic_forces_ev_per_a": [[-1.71, 4.44, 1.20], [0.00, 0.12, -1.15], [1.57, -0.81, 0.21], [-0.01, -1.12, 0.79], [-2.67, 0.60, -2.56], [2.34, -1.11, -0.58], [2.34, -0.43, 4.26], [0.35, -0.56, 0.06], [-0.92, 0.49, -0.28], [-0.39, 0.59, 0.28], [-1.77, -0.88, 0.07], [2.55, -2.42, -0.33], [-0.03, -0.71, -0.05], [-0.06, -0.88, -1.27], [-0.78, -0.30, 0.54], [0.22, -0.05, -1.66], [2.99, -1.46, 0.82], [-1.83, 0.43, 1.74], [-2.17, 4.05, -2.08]]}


Record 3
{"formula": "C6H12N4O", "method": "ωB97M-V/def2-TZVPD", "total_charge": 0, "relative_energy_kj_mol": 380.1, "total_energy_ev": -14420.0109, "gap_ev": [6.0, 6.0], "e_homo_ev": [-7.4190, -7.4199], "molar_mass_g_mol": 156.19, "elements": ["H", "C", "H", "H", "O", "H", "C", "H", "N", "C", "H", "N", "H", "N", "C", "H", "H", "C", "N", "H", "C", "H", "H"], "xyz": [[-1.449, 1.223, -0.364], [0.395, 0.137, 0.186], [-0.281, -1.480, -3.047], [-0.538, -1.155, 1.661], [1.199, 3.531, -4.107], [0.969, 1.065, 0.204], [0.844, 2.465, -3.660], [-0.442, 0.524, 3.551], [0.570, 0.383, -3.293], [-0.427, 0.825, 2.506], [1.494, -1.430, -2.865], [-0.061, 2.294, -2.589], [0.991, -0.643, -0.296], [1.185, 1.206, -4.104], [0.639, -1.039, -3.423], [1.096, -0.622, 2.063], [0.190, 1.716, 2.421], [0.139, -0.299, 1.649], [-0.218, 1.046, -2.465], [0.772, -1.278, -4.478], [-0.875, 0.332, -0.540], [-1.412, -0.535, -0.882], [-1.442, 1.074, 2.210]], "atomic_forces_ev_per_a": [[-0.20, 0.24, -0.03], [0.28, -0.16, 0.14], [-0.01, -0.02, -0.03], [0.08, -0.12, 0.07], [0.34, 0.63, -0.32], [-0.03, -0.01, -0.12], [-0.27, -0.14, 0.14], [-0.08, 0.04, 0.06], [-0.49, 0.53, 0.18], [0.04, -0.19, 0.01], [-0.04, 0.00, -0.04], [-0.09, 0.81, 0.10], [-0.06, 0.10, -0.07], [0.54, -0.11, -0.33], [0.10, -0.43, 0.07], [-0.06, -0.07, -0.11], [0.02, 0.13, 0.01], [-0.11, 0.17, -0.07], [-0.96, -2.14, 2.73], [-0.09, 0.03, 0.12], [1.43, 0.75, -2.52], [-0.21, -0.15, -0.02], [-0.12, 0.12, 0.03]]}


Record 4
{"formula": "C16H15Cl2N8OPtS", "method": "ωB97M-V/def2-TZVPD", "total_charge": 1, "relative_energy_kj_mol": 0.0, "total_energy_ev": -69926.4564, "gap_ev": 7.3, "e_homo_ev": -10.3294, "molar_mass_g_mol": 633.40, "elements": ["C", "C", "H", "C", "H", "C", "C", "H", "H", "O", "Cl", "C", "H", "N", "C", "C", "C", "N", "C", "H", "Pt", "N", "H", "C", "N", "H", "C", "C", "N", "C", "S", "H", "H", "H", "H", "Cl", "H", "N", "C", "N", "H", "C", "H", "N"], "xyz": [[-1.837, 0.133, 2.830], [-0.484, -4.223, 0.917], [-0.895, 0.390, 3.294], [1.135, -2.365, -0.258], [0.768, -5.720, 0.048], [1.433, -3.728, -0.444], [-3.005, -0.111, 3.578], [-5.091, -0.698, 1.164], [-1.155, -4.916, 1.402], [1.590, -0.076, -0.575], [3.954, -0.475, -2.338], [-0.712, -2.847, 1.054], [-3.016, -0.261, -0.193], [0.715, 3.300, -1.613], [1.838, 4.704, -3.385], [2.983, -1.701, -1.602], [1.068, 4.537, -2.133], [-4.152, -0.418, 2.971], [0.041, 3.505, -0.457], [4.162, -3.302, -2.418], [-0.142, 0.108, 0.445], [-0.002, 4.831, -0.348], [-0.432, 5.355, 0.396], [-4.150, -0.463, 1.646], [-3.000, -0.058, 4.925], [1.870, 1.730, -2.084], [-3.021, -0.228, 0.885], [2.558, -4.047, -1.240], [0.911, 2.046, -2.146], [1.914, -1.322, -0.816], [-0.608, 2.426, 0.695], [-1.541, -2.489, 1.648], [2.802, 4.200, -3.312], [0.552, 1.981, -3.088], [-2.183, 0.203, 5.445], [2.985, -5.704, -1.501], [-3.863, -0.222, 5.415], [0.062, -1.950, 0.482], [3.307, -3.053, -1.805], [0.630, 5.482, -1.368], [1.299, 4.286, -4.236], [0.575, -4.663, 0.171], [2.001, 5.764, -3.557], [-1.865, 0.057, 1.506]], "atomic_forces_ev_per_a": [[-0.02, 0.06, -0.03], [0.03, 0.00, 0.00], [0.02, -0.06, 0.00], [0.04, -0.03, 0.00], [0.00, 0.00, 0.00], [-0.02, -0.01, 0.00], [-0.04, 0.04, -0.01], [0.01, -0.01, -0.01], [0.00, 0.00, 0.01], [-0.13, 0.46, 0.08], [-0.01, 0.01, -0.01], [-0.05, -0.02, 0.05], [0.01, -0.02, 0.00], [-0.01, -0.05, 0.05], [0.01, -0.01, 0.01], [0.03, -0.02, 0.05], [0.00, -0.01, -0.01], [0.01, 0.00, 0.02], [0.12, -0.12, 0.09], [0.00, 0.00, 0.00], [-0.14, -0.22, 0.24], [0.04, 0.01, 0.05], [0.04, 0.00, 0.03], [0.00, 0.05, -0.01], [0.01, -0.01, 0.00], [0.02, -0.04, 0.19], [-0.05, 0.03, 0.03], [0.02, 0.00, -0.01], [-0.11, -0.10, -0.30], [0.03, -0.02, -0.02], [0.29, -0.18, -0.33], [-0.02, 0.05, -0.04], [0.00, 0.00, 0.00], [-0.01, 0.13, -0.01], [0.00, 0.00, 0.00], [-0.01, 0.01, 0.00], [0.00, 0.01, 0.00], [0.07, 0.31, -0.15], [-0.02, 0.00, 0.00], [-0.06, -0.02, -0.05], [-0.01, 0.01, 0.00], [0.00, 0.01, 0.02], [-0.01, 0.00, 0.00], [-0.08, -0.28, 0.08]]}


Record 5
{"formula": "C12H19NO2", "method": "ωB97M-V/def2-TZVPD", "total_charge": 0, "relative_energy_kj_mol": 211.4, "smiles": "CCN(C)C(C)=O.Cc1ccc(O)cc1", "total_energy_ev": -18335.1325, "gap_ev": 8.9, "e_homo_ev": -8.2548, "molar_mass_g_mol": 209.29, "elements": ["C", "C", "H", "H", "N", "H", "H", "C", "O", "C", "O", "C", "H", "C", "H", "H", "C", "H", "H", "C", "H", "H", "H", "H", "C", "H", "C", "H", "C", "C", "H", "H", "H", "H"], "xyz": [[-1.559, 3.201, 2.934], [-1.569, 2.838, 1.492], [-0.698, 0.787, -2.135], [1.844, -5.319, -1.863], [1.037, -2.385, -0.432], [2.997, -1.039, 1.296], [1.637, -0.671, -1.505], [1.223, -3.762, -0.521], [-0.644, 1.755, -2.156], [2.705, -0.501, 0.433], [0.812, -4.450, 0.402], [-0.057, -1.923, 0.400], [1.959, -3.758, -2.515], [-1.143, 3.580, -0.774], [3.646, -0.060, -0.069], [-0.789, 4.277, -1.574], [-1.930, 1.263, -0.239], [3.203, -4.063, -1.315], [-0.830, 3.937, 3.196], [-1.900, 1.557, 1.144], [-1.034, -2.045, -0.080], [-0.397, -2.605, 1.175], [1.977, 0.338, 0.577], [-2.120, 0.253, -0.605], [-1.271, 3.868, 0.583], [2.936, -1.848, -1.089], [2.043, -1.358, -0.739], [-2.537, 3.494, 3.346], [-1.314, 2.222, -1.058], [2.185, -4.330, -1.584], [-1.386, 4.866, 0.944], [0.044, -0.791, 0.488], [-2.102, 0.791, 1.902], [-1.387, 2.341, 3.566]], "atomic_forces_ev_per_a": [[-1.09, -0.47, 1.17], [0.18, 1.21, 1.09], [0.00, 0.38, -0.22], [0.82, -0.49, 0.67], [-0.05, 0.24, 0.03], [-0.06, -0.52, 0.87], [0.42, -0.16, 0.29], [1.84, 0.41, 1.87], [-0.48, -0.32, -0.83], [-0.95, 1.62, -3.07], [-0.75, -0.53, -1.11], [-1.29, 1.05, -0.92], [0.41, -0.11, 0.46], [0.25, -0.21, 0.50], [-1.43, -0.53, 0.92], [-0.38, -0.70, 0.96], [1.16, 0.66, 1.15], [0.15, -0.88, 0.05], [0.42, 0.60, 0.08], [-0.46, -0.59, -1.61], [-0.01, 0.36, -1.30], [1.49, 0.53, 1.33], [0.98, -0.55, 0.73], [0.10, 0.25, -0.02], [-1.26, -0.90, -0.96], [-0.12, -0.47, -0.95], [0.80, -0.32, 0.30], [0.09, 0.48, -0.52], [0.38, -0.94, -0.68], [-2.11, 2.15, -1.11], [0.68, 0.64, 0.20], [-0.15, -1.74, 0.94], [-0.12, 0.39, -0.34], [0.54, -0.51, 0.02]]}